No. 1
{"formula": "C29H41BN5O7PS", "method": "wB97M-V/def2-TZVPD", "species": ["N", "C", "N", "N", "C", "C", "C", "C", "N", "C", "O", "C", "C", "C", "C", "C", "S", "C", "C", "P", "O", "O", "O", "C", "C", "C", "C", "C", "C", "C", "C", "C", "C", "B", "O", "O", "C", "C", "O", "H", "H", "H", "H", "H", "H", "H", "H", "H", "H", "H", "H", "H", "H", "H", "H", "H", "H", "H", "H", "H", "H", "H", "H", "H", "H", "H", "H", "H", "H", "H", "H", "H", "H", "C", "C", "C", "C", "N", "H", "H", "H", "H", "H", "H", "H"], "coordinates": [[6.546, -2.852, 1.374], [5.645, -2.476, 0.566], [4.467, -1.893, 1.053], [5.668, -2.628, -0.865], [6.486, -1.581, -1.520], [5.946, -0.170, -1.285], [5.894, 0.700, -2.539], [4.760, 0.321, -3.482], [3.452, 0.389, -2.839], [3.005, 1.583, -2.230], [3.629, 2.610, -2.173], [1.583, 1.305, -1.861], [0.783, 1.873, -0.882], [1.362, 2.927, 0.030], [2.609, 2.454, 0.793], [2.305, 1.200, 1.616], [3.470, 1.092, 3.008], [-0.548, 1.413, -0.822], [-1.498, 2.059, 0.168], [-1.772, 1.220, 1.744], [-1.542, 2.123, 2.884], [-3.281, 0.682, 1.707], [-0.826, -0.067, 1.789], [-1.002, 0.376, -1.664], [-2.396, -0.183, -1.485], [-2.342, -1.575, -0.841], [-3.616, -2.381, -0.935], [-3.570, -3.748, -0.668], [-4.718, -4.525, -0.708], [-5.945, -3.942, -1.009], [-6.002, -2.587, -1.285], [-4.848, -1.811, -1.247], [-0.154, -0.219, -2.635], [-0.591, -1.416, -3.577], [-1.915, -1.655, -3.864], [0.391, -2.226, -4.106], [1.136, 0.300, -2.709], [2.314, -0.042, -3.588], [2.373, -0.420, -4.721], [7.346, -3.228, 0.871], [3.879, -1.613, 0.280], [4.674, -1.077, 1.620], [6.118, -3.521, -1.037], [6.547, -1.818, -2.583], [7.512, -1.635, -1.133], [4.965, -0.223, -0.816], [6.590, 0.329, -0.558], [6.824, 0.569, -3.101], [5.858, 1.748, -2.254], [4.795, 0.898, -4.408], [4.882, -0.724, -3.773], [0.653, 3.254, 0.786], [1.626, 3.811, -0.556], [3.444, 2.289, 0.119], [2.920, 3.249, 1.476], [2.377, 0.293, 1.019], [1.297, 1.295, 2.022], [3.382, -0.225, 3.232], [-1.172, 3.060, 0.421], [-2.482, 2.161, -0.290], [-3.342, -0.268, 1.537], [-0.521, -0.158, 2.705], [-2.903, -0.229, -2.445], [-2.997, 0.456, -0.842], [-2.120, -1.443, 0.224], [-1.508, -2.161, -1.226], [-2.626, -4.220, -0.419], [-4.673, -5.587, -0.505], [-6.845, -4.541, -1.026], [-6.946, -2.116, -1.522], [-4.924, -0.752, -1.456], [-2.078, -2.586, -4.046], [0.275, -3.169, -3.963], [-4.269, 2.866, 5.198], [-5.498, 2.813, 4.300], [-6.817, 2.812, 5.082], [-6.922, 1.648, 5.964], [-7.005, 0.728, 6.640], [-4.211, 1.988, 5.843], [-3.362, 2.894, 4.594], [-4.284, 3.754, 5.834], [-5.453, 1.923, 3.670], [-5.499, 3.676, 3.631], [-7.670, 2.794, 4.403], [-6.898, 3.712, 5.695]], "lowdin_charge": [0.133, -0.563, 0.113, 0.001, -0.205, -0.185, -0.178, -0.132, 0.051, -0.346, 0.133, -0.021, -0.085, -0.117, -0.253, -0.555, 0.731, -0.115, -0.148, 0.441, -0.269, -0.116, -0.122, -0.086, -0.138, -0.130, -0.219, -0.049, -0.083, -0.093, -0.079, -0.037, 0.052, -0.581, 0.173, 0.171, -0.007, -0.321, 0.160, 0.041, 0.064, 0.040, 0.106, 0.110, 0.111, 0.082, 0.119, 0.119, 0.101, 0.136, 0.126, 0.102, 0.134, 0.090, 0.107, 0.066, 0.044, -0.154, 0.091, 0.100, 0.076, 0.101, 0.117, 0.085, 0.099, 0.117, 0.114, 0.102, 0.102, 0.103, 0.108, 0.120, 0.114, -0.103, -0.262, -0.195, -0.246, 0.142, 0.073, 0.050, 0.077, 0.103, 0.107, 0.115, 0.118], "e_lumo_ev": -0.141, "e_tot_ev": -73328.1289, "gap_ev": 9.2, "smiles": "[H]/N=C(/N)NCCCCN1C(=O)c2c(CCCS)c(CP(=O)(O)O)c(CCc3ccccc3)c(B(O)O)c2C1=O.CCCC#N"}

---

No. 2
{"formula": "C4H7NO", "method": "wB97M-V/def2-TZVPD", "species": ["C", "C", "C", "N", "C", "O", "H", "H", "H", "H", "H", "H", "H"], "coordinates": [[-1.296, -0.070, 0.547], [-0.419, -0.834, -0.410], [0.324, 0.018, -1.357], [1.015, -0.455, -0.193], [1.333, 0.449, 0.828], [1.847, 1.511, 0.573], [-0.473, 0.619, 1.100], [-1.919, -0.744, 1.164], [-1.912, 0.715, 0.117], [-0.536, -1.908, -0.556], [0.685, -0.362, -2.300], [0.022, 1.063, -1.355], [1.328, -0.001, 1.842]], "nbo_charge": [-0.618, -0.083, -0.242, -0.435, 0.490, -0.549, 0.207, 0.230, 0.221, 0.220, 0.213, 0.206, 0.139], "e_lumo_ev": 0.978, "e_above_lowest_kcal_mol": 60.8, "e_tot_ev": -7797.0068, "gap_ev": 10.9, "smiles": "C[C@H]1CN1C=O"}

---

No. 3
{"formula": "C23H32BeBrFN2NaO6", "method": "wB97M-V/def2-TZVPD", "species": ["C", "N", "C", "C", "C", "O", "C", "C", "C", "C", "C", "O", "C", "C", "C", "O", "C", "C", "O", "H", "H", "H", "H", "H", "H", "H", "H", "H", "H", "H", "H", "H", "Na", "O", "H", "C", "C", "C", "C", "C", "C", "N", "O", "C", "C", "C", "H", "H", "H", "H", "H", "H", "H", "H", "H", "H", "H", "H", "H", "H", "H", "H", "H", "H", "Br", "Be", "F"], "coordinates": [[-1.599, 0.208, 0.228], [-1.583, 0.587, -1.166], [-0.531, 1.481, -1.625], [-0.523, 2.851, -0.986], [0.652, 3.337, -0.359], [1.811, 2.658, -0.316], [0.685, 4.606, 0.215], [-0.425, 5.424, 0.220], [-1.584, 4.950, -0.374], [-1.632, 3.690, -0.971], [-2.939, 3.320, -1.576], [-3.080, 2.707, -2.596], [-4.148, 3.824, -0.836], [-5.369, 2.941, -0.788], [-6.021, 3.020, 0.576], [-5.394, 2.955, 1.585], [-4.037, 5.013, -0.268], [-2.790, 5.760, -0.351], [-2.841, 6.980, -0.408], [-2.610, -0.110, 0.445], [-1.357, 1.004, 0.938], [-0.979, -0.662, 0.363], [-2.501, 0.871, -1.461], [-0.609, 1.592, -2.700], [0.433, 1.008, -1.458], [1.721, 1.687, -0.253], [1.591, 4.978, 0.659], [-0.395, 6.400, 0.667], [-6.075, 3.161, -1.579], [-5.014, 1.916, -0.870], [-7.116, 3.112, 0.649], [-4.819, 5.469, 0.321], [-5.167, 7.279, 0.287], [-3.349, -1.898, -0.644], [-4.031, -2.198, -1.266], [1.783, -5.273, -0.056], [1.354, -3.811, -0.131], [1.954, -3.134, -1.351], [3.431, -2.820, -1.277], [3.717, -2.010, -0.027], [3.222, -2.569, 1.298], [1.744, -3.007, 1.151], [1.113, -1.975, 1.168], [4.183, -3.678, 1.794], [3.318, -1.477, 2.356], [-0.160, -3.863, -0.283], [1.247, -5.868, -0.797], [2.844, -5.447, -0.258], [1.531, -5.700, 0.944], [1.436, -2.182, -1.509], [1.742, -3.755, -2.221], [4.055, -3.721, -1.317], [3.698, -2.231, -2.154], [4.794, -1.845, 0.051], [3.203, -1.004, -0.130], [3.811, -4.174, 2.689], [5.155, -3.196, 2.050], [4.428, -4.447, 1.061], [2.816, -0.563, 2.045], [4.366, -1.220, 2.521], [2.888, -1.805, 3.308], [-0.626, -4.355, 0.573], [-0.418, -4.428, -1.174], [-0.608, -2.876, -0.393], [1.414, -4.893, 2.608], [5.845, -3.003, 3.641], [2.346, 0.409, -0.481]], "nbo_charge": [-0.449, -0.355, -0.299, -0.038, 0.377, -0.642, -0.237, -0.132, -0.144, -0.124, 0.539, -0.492, 0.054, -0.562, 0.429, -0.491, -0.285, 0.530, -0.620, 0.242, 0.202, 0.251, 0.384, 0.240, 0.283, 0.524, 0.243, 0.232, 0.255, 0.269, 0.128, 0.124, 0.979, -0.654, 0.426, -0.664, 0.133, -0.424, -0.402, -0.495, 0.147, 0.218, -0.288, -0.621, -0.643, -0.628, 0.239, 0.207, 0.245, 0.234, 0.231, 0.188, 0.239, 0.215, 0.334, 0.252, 0.099, 0.247, 0.275, 0.201, 0.224, 0.233, 0.229, 0.232, -0.263, 0.457, -0.832], "e_lumo_ev": -7.842, "e_tot_ev": -117192.0066, "total_charge": 1, "gap_ev": 1.6}

---

No. 4
{"formula": "C37H44InN8OPS3", "method": "wB97M-V/def2-TZVPD", "species": ["In", "N", "C", "C", "C", "C", "C", "C", "P", "C", "C", "C", "C", "C", "C", "C", "C", "C", "C", "C", "C", "H", "H", "H", "H", "H", "H", "H", "H", "H", "H", "H", "H", "H", "H", "H", "H", "C", "C", "S", "C", "C", "S", "H", "H", "H", "H", "H", "H", "N", "C", "C", "C", "N", "H", "H", "H", "H", "C", "C", "C", "C", "N", "C", "S", "N", "H", "H", "H", "H", "H", "C", "N", "C", "C", "O", "H", "H", "H", "H", "H", "H", "H", "C", "N", "C", "C", "N", "C", "H", "H", "H", "H", "H", "H"], "coordinates": [[-1.626, 0.545, 0.364], [-0.098, -0.069, -2.619], [1.139, -0.262, -3.176], [1.315, -0.175, -4.561], [2.528, -0.484, -5.138], [3.595, -0.893, -4.353], [3.444, -0.962, -2.979], [2.235, -0.640, -2.377], [1.963, -0.766, -0.562], [1.829, -2.593, -0.457], [1.840, -3.182, 0.805], [1.772, -4.556, 0.934], [1.676, -5.358, -0.192], [1.606, -4.775, -1.446], [1.674, -3.400, -1.578], [3.719, -0.549, -0.039], [4.191, 0.762, 0.008], [5.507, 1.032, 0.334], [6.373, -0.006, 0.637], [5.908, -1.310, 0.616], [4.591, -1.583, 0.288], [-0.778, 0.389, -3.213], [-0.097, 0.333, -1.688], [0.481, 0.150, -5.172], [2.633, -0.409, -6.211], [4.542, -1.137, -4.810], [4.276, -1.290, -2.372], [1.891, -2.548, 1.680], [1.803, -5.002, 1.916], [1.650, -6.432, -0.094], [1.485, -5.391, -2.327], [1.604, -2.950, -2.558], [3.522, 1.575, -0.236], [5.859, 2.054, 0.350], [7.409, 0.199, 0.864], [6.581, -2.124, 0.847], [4.251, -2.609, 0.265], [-1.633, -4.083, -0.275], [-2.160, -2.689, -0.090], [-1.502, -1.862, 1.272], [-3.026, -2.130, -0.971], [-3.455, -2.809, -2.243], [-3.660, -0.529, -0.807], [-0.989, -4.348, 0.562], [-1.050, -4.153, -1.192], [-2.460, -4.791, -0.330], [-3.144, -3.847, -2.293], [-3.025, -2.273, -3.088], [-4.540, -2.764, -2.331], [0.851, 2.863, 0.608], [1.674, 3.906, 0.427], [2.098, 3.850, -0.882], [1.466, 2.719, -1.412], [0.716, 2.134, -0.489], [0.338, 2.593, 1.436], [1.887, 4.617, 1.201], [2.757, 4.539, -1.369], [1.534, 2.324, -2.408], [-6.108, 2.949, 4.500], [-5.068, 2.147, 3.784], [-4.982, 0.759, 3.914], [-4.028, 0.116, 3.143], [-3.213, 0.779, 2.342], [-3.352, 2.114, 2.288], [-2.305, 2.930, 1.220], [-4.247, 2.809, 2.984], [-6.634, 2.346, 5.237], [-6.826, 3.327, 3.773], [-5.642, 3.805, 4.982], [-5.640, 0.213, 4.573], [-3.912, -0.962, 3.150], [2.848, 0.331, 3.392], [1.613, -0.221, 3.896], [1.644, -0.784, 5.220], [0.466, -0.038, 3.243], [0.353, 0.618, 2.222], [3.099, 1.267, 3.898], [2.740, 0.515, 2.324], [3.659, -0.381, 3.544], [2.488, -1.465, 5.323], [0.723, -1.330, 5.407], [1.748, 0.004, 5.973], [-0.389, -0.536, 3.720], [-5.271, 3.455, -3.038], [-3.886, 3.275, -2.711], [-3.002, 4.234, -2.313], [-1.843, 3.582, -2.012], [-2.000, 2.245, -2.217], [-3.232, 2.100, -2.638], [-5.522, 4.511, -2.961], [-5.893, 2.890, -2.341], [-5.481, 3.107, -4.052], [-3.263, 5.271, -2.259], [-0.913, 4.000, -1.678], [-3.697, 1.171, -2.907]], "lowdin_charge": [0.407, 0.112, -0.361, -0.040, -0.095, -0.098, -0.088, -0.329, 1.132, -0.371, -0.141, -0.096, -0.098, -0.092, -0.077, -0.381, -0.109, -0.081, -0.093, -0.084, -0.091, 0.078, -0.035, 0.108, 0.100, 0.096, 0.104, 0.098, 0.103, 0.101, 0.106, 0.105, 0.079, 0.102, 0.099, 0.102, 0.099, -0.134, -0.779, 0.647, -0.798, -0.130, 0.630, 0.044, 0.070, 0.082, 0.061, 0.073, 0.067, -0.032, -0.091, -0.072, -0.176, -0.017, 0.063, 0.116, 0.093, 0.110, -0.032, -0.334, -0.010, -0.116, -0.040, -0.840, 0.700, 0.100, 0.073, 0.086, 0.081, 0.104, 0.108, -0.023, -0.178, -0.047, -0.340, -0.117, 0.101, 0.066, 0.096, 0.091, 0.090, 0.096, 0.133, -0.017, -0.128, -0.074, -0.192, 0.027, -0.224, 0.091, 0.098, 0.094, 0.114, 0.085, 0.084], "e_lumo_ev": -0.200, "e_above_lowest_kcal_mol": 37.6, "e_tot_ev": -100021.5976, "gap_ev": 6.3}

---

No. 5
{"formula": "C32H34N2PPt", "method": "wB97M-V/def2-TZVPD", "species": ["Pt", "C", "C", "C", "C", "C", "C", "C", "P", "C", "C", "C", "C", "C", "C", "C", "C", "C", "C", "C", "C", "C", "C", "H", "H", "H", "H", "H", "H", "H", "H", "H", "H", "H", "H", "H", "H", "H", "H", "H", "H", "H", "H", "N", "C", "C", "C", "C", "N", "C", "C", "H", "H", "H", "H", "C", "C", "C", "C", "C", "H", "H", "H", "H", "H", "H", "H", "H", "H", "H"], "coordinates": [[-1.270, 0.274, 0.183], [2.106, 2.430, -0.351], [2.965, 1.285, -0.805], [4.222, 1.549, -1.337], [5.065, 0.526, -1.745], [4.655, -0.791, -1.640], [3.399, -1.076, -1.125], [2.552, -0.054, -0.694], [0.990, -0.527, 0.119], [0.740, -2.236, -0.468], [0.166, -2.283, -1.742], [-0.106, -3.486, -2.366], [0.171, -4.670, -1.696], [0.739, -4.631, -0.435], [1.055, -3.427, 0.198], [1.719, -3.481, 1.553], [1.279, -0.429, 1.908], [2.470, -0.080, 2.518], [2.483, 0.238, 3.875], [1.298, 0.234, 4.593], [0.099, -0.107, 3.968], [0.081, -0.468, 2.630], [-1.208, -0.866, 1.957], [2.567, 3.383, -0.610], [1.963, 2.410, 0.734], [1.124, 2.387, -0.816], [4.546, 2.579, -1.429], [6.043, 0.762, -2.147], [5.304, -1.596, -1.957], [3.077, -2.107, -1.059], [-0.055, -1.353, -2.258], [-0.537, -3.502, -3.359], [-0.045, -5.623, -2.161], [0.967, -5.560, 0.075], [2.246, -4.427, 1.672], [0.985, -3.410, 2.359], [2.437, -2.677, 1.693], [3.386, -0.039, 1.939], [3.414, 0.502, 4.360], [1.298, 0.508, 5.640], [-0.825, -0.120, 4.535], [-2.091, -0.696, 2.563], [-1.215, -1.858, 1.512], [-0.544, 7.886, 0.064], [-0.658, 6.744, 0.084], [-0.808, 5.304, 0.104], [-0.459, 4.578, 1.230], [-0.640, 3.205, 1.211], [-1.136, 2.559, 0.158], [-1.468, 3.267, -0.932], [-1.319, 4.639, -1.002], [-0.057, 5.066, 2.106], [-0.383, 2.596, 2.070], [-1.867, 2.715, -1.771], [-1.598, 5.179, -1.896], [-5.289, -0.318, -1.284], [-3.786, -0.617, -1.294], [-3.170, -0.139, -2.619], [-3.560, -2.135, -1.131], [-3.100, 0.011, -0.135], [-5.778, -0.822, -2.119], [-5.482, 0.753, -1.378], [-5.747, -0.672, -0.359], [-3.636, -0.663, -3.456], [-2.096, -0.337, -2.644], [-3.333, 0.931, -2.764], [-4.133, -2.642, -1.909], [-3.910, -2.491, -0.159], [-2.506, -2.389, -1.230], [-3.793, 0.306, 0.667]], "nbo_charge": [0.659, -0.665, 0.109, -0.227, -0.171, -0.212, -0.174, -0.413, 0.926, -0.381, -0.140, -0.240, -0.182, -0.196, 0.003, -0.641, -0.391, -0.196, -0.203, -0.188, -0.228, 0.043, -0.567, 0.230, 0.219, 0.212, 0.217, 0.228, 0.228, 0.227, 0.201, 0.226, 0.228, 0.222, 0.231, 0.229, 0.224, 0.232, 0.229, 0.229, 0.220, 0.218, 0.227, -0.216, 0.237, -0.092, -0.189, 0.060, -0.490, 0.048, -0.190, 0.254, 0.229, 0.216, 0.254, -0.602, -0.207, -0.596, -0.585, -0.077, 0.226, 0.213, 0.218, 0.232, 0.208, 0.206, 0.230, 0.220, 0.228, 0.166], "e_lumo_ev": -3.788, "e_tot_ev": -49244.1525, "total_charge": 1, "gap_ev": 7.2}

---

> Which formula does entry 2 have?

C4H7NO